189
Properties=species:S:1:pos:R:3 method="wB97M-V/def2-TZVPD" homo_ev="-10.4 / -10.4" homo_lumo_gap_ev="8.48 / 3.09" multiplicity=2 total_charge=+1
O 1.322 1.491 -3.751
H 0.609 1.435 -4.391
H 2.003 0.866 -4.010
H 1.018 1.378 -2.848
C 0.001 -0.319 -0.887
O 1.277 -0.523 -0.179
O 0.036 0.933 -1.500
C -0.582 -1.574 -1.653
F -1.165 -2.515 -0.865
F -1.575 -1.052 -2.353
F 0.250 -2.216 -2.483
C 1.251 -1.229 1.096
C 2.649 -1.234 1.488
H 2.648 -1.709 2.469
H 3.134 -1.812 0.701
H 3.133 -0.262 1.575
H 0.968 -2.260 0.887
H 0.677 -0.766 1.899
H -0.795 -0.237 -0.148
C -3.312 -6.664 0.732
C -2.414 -6.683 1.964
C -2.472 -5.342 2.656
O -1.758 -4.381 1.880
C -1.669 -3.153 2.520
N -2.668 -7.814 2.842
H -3.364 -5.713 0.202
H -4.295 -7.025 1.035
H -3.020 -7.371 -0.046
H -1.382 -6.844 1.651
H -2.037 -5.446 3.650
H -3.484 -5.006 2.882
H -0.859 -3.222 3.246
H -2.648 -2.743 2.771
H -1.530 -2.405 1.739
H -1.921 -7.713 3.514
H -2.610 -8.719 2.398
C 0.502 -0.952 5.357
C -0.247 0.353 5.458
C -0.845 0.704 6.895
O -1.533 -0.403 7.552
C -1.934 -0.013 8.880
N 0.536 1.409 4.907
H -0.134 -1.714 4.906
H 0.716 -1.303 6.367
H 1.401 -0.918 4.742
H -1.112 0.230 4.807
H -1.403 1.640 6.858
H -0.003 0.952 7.541
H -2.285 1.007 9.032
H -1.034 -0.292 9.429
H -2.773 -0.612 9.234
H 0.855 1.132 3.989
H 0.074 2.305 4.855
C 5.214 0.297 -4.303
C 4.318 -0.274 -3.163
C 4.387 0.599 -1.918
O 5.742 0.861 -1.438
C 5.846 1.383 -0.086
N 2.959 -0.704 -3.670
H 4.729 1.255 -4.490
H 5.180 -0.321 -5.201
H 6.246 0.347 -3.958
H 4.908 -1.154 -2.908
H 3.837 0.105 -1.116
H 3.852 1.493 -2.240
H 5.171 0.930 0.640
H 5.668 2.457 -0.021
H 6.789 1.162 0.414
H 3.218 -1.442 -4.308
H 2.513 -1.217 -2.923
C -4.380 1.999 1.435
C -4.107 0.563 0.863
C -4.005 0.449 -0.672
O -5.354 0.100 -1.086
C -5.370 -0.181 -2.506
N -2.839 0.155 1.525
H -3.600 2.746 1.287
H -4.480 1.919 2.517
H -5.299 2.350 0.966
H -4.971 -0.016 1.187
H -3.270 -0.336 -0.849
H -3.681 1.365 -1.165
H -6.347 0.212 -2.787
H -5.234 -1.256 -2.626
H -4.515 0.273 -3.007
H -2.164 0.668 0.977
H -2.806 -0.843 1.378
C 3.041 -6.689 0.970
C 1.923 -5.991 1.716
C 2.415 -4.662 2.366
O 3.541 -4.939 3.175
C 4.625 -4.118 2.884
N 0.825 -5.788 0.889
H 3.493 -7.480 1.569
H 3.789 -6.050 0.501
H 2.624 -7.195 0.099
H 1.611 -6.606 2.561
H 1.553 -4.239 2.880
H 2.631 -3.985 1.539
H 5.171 -4.099 3.826
H 4.262 -3.131 2.595
H 5.177 -4.482 2.017
H 0.926 -5.216 0.062
H -0.003 -5.386 1.306
C 1.211 3.530 2.019
C 1.696 4.225 0.739
C 3.024 4.964 1.090
O 2.809 6.377 1.276
C 3.846 7.183 1.853
N 1.992 3.400 -0.385
H 1.011 4.195 2.859
H 1.980 2.872 2.423
H 0.274 2.988 1.893
H 0.974 4.972 0.408
H 3.688 4.891 0.229
H 3.504 4.508 1.956
H 3.662 8.249 1.718
H 4.793 6.996 1.346
H 4.086 6.901 2.878
H 2.512 2.634 0.017
H 1.183 2.863 -0.663
C 5.004 1.530 3.703
C 5.640 2.839 4.203
C 4.718 3.602 5.186
O 4.222 2.721 6.258
C 2.994 3.280 6.755
N 6.710 2.452 5.036
H 5.640 1.019 2.980
H 4.017 1.692 3.270
H 4.685 0.815 4.461
H 5.970 3.539 3.436
H 3.850 3.920 4.608
H 5.273 4.403 5.674
H 3.093 4.144 7.412
H 2.691 2.576 7.529
H 2.183 3.613 6.107
H 6.490 1.801 5.776
H 7.035 3.269 5.534
C -2.262 4.634 -0.856
C -2.338 4.216 -2.353
C -2.568 5.429 -3.340
O -3.397 6.421 -2.873
C -3.970 7.247 -3.924
N -1.024 3.620 -2.574
H -1.384 5.260 -0.697
H -2.259 3.705 -0.285
H -3.160 5.155 -0.525
H -3.144 3.495 -2.495
H -2.827 5.066 -4.334
H -1.633 5.974 -3.476
H -3.229 7.714 -4.573
H -4.550 8.037 -3.447
H -4.626 6.722 -4.618
H -0.465 4.081 -1.871
H -1.133 2.690 -2.195
C -2.162 -3.511 -6.542
C -2.131 -3.029 -5.093
C -3.483 -3.310 -4.366
O -4.053 -4.596 -4.458
C -5.269 -4.606 -3.679
N -1.124 -3.938 -4.548
H -2.888 -2.933 -7.115
H -2.493 -4.549 -6.534
H -1.204 -3.322 -7.027
H -1.837 -1.979 -5.111
H -4.241 -2.637 -4.766
H -3.251 -3.046 -3.334
H -5.065 -4.321 -2.647
H -5.805 -5.554 -3.735
H -5.897 -3.792 -4.040
H -1.565 -4.822 -4.340
H -0.674 -3.552 -3.730
C -1.227 2.899 -6.789
C -2.045 2.051 -5.786
C -3.049 1.110 -6.460
O -3.815 0.376 -5.466
C -5.043 -0.249 -6.004
N -1.155 1.442 -4.900
H -0.251 2.545 -7.119
H -1.111 3.932 -6.461
H -1.780 2.816 -7.725
H -2.625 2.816 -5.271
H -2.505 0.376 -7.054
H -3.668 1.774 -7.063
H -5.555 -0.905 -5.300
H -4.802 -0.858 -6.876
H -5.715 0.580 -6.224
H -1.265 2.151 -4.189
H -1.693 0.646 -4.588